This record from the OMol25 dataset describes a 11-piece molecular cluster, C32H70BrCl2N21O13 overall. The level of theory is the ωB97M-V functional and the def2-TZVPD basis.

Atoms and positions in Å:
Br 3.02 6.44 -5.99
Cl 0.98 6.71 -0.65
Cl -2.09 4.66 -2.87
O -1.84 -5.64 6.38
O -0.62 -3.31 3.34
O 2.15 -5.70 -0.07
O 0.06 5.34 -5.88
O -3.30 0.43 4.78
O 2.89 -2.30 1.80
O -2.91 -1.89 0.28
O 5.11 6.52 -1.58
O -1.88 -3.57 -3.23
O -2.47 8.02 -9.05
O 0.75 2.73 -1.64
O 2.26 -10.09 -0.57
O -6.82 -0.15 3.20
N -4.16 -0.39 1.44
N 1.32 -7.31 -1.44
N 1.11 -4.35 2.33
N -3.01 -6.32 8.19
N -2.60 6.01 -8.01
N 4.49 -3.81 1.30
N -8.32 -0.83 4.75
N -1.55 -2.28 -5.06
N -2.16 -1.32 -3.05
N 0.20 -5.21 4.29
N 0.73 4.39 -3.90
N 0.55 -5.14 -1.56
N -6.11 -0.49 5.33
N 4.73 -2.39 3.12
N -0.79 -5.70 8.39
N -1.63 -0.71 3.81
N 3.08 -10.62 1.48
N -2.47 -1.43 5.82
N 0.88 -11.09 0.93
N -0.72 7.30 -7.79
N -5.00 -1.41 -0.45
C 2.46 0.42 -1.29
C 1.65 0.48 1.08
C 0.88 0.99 2.11
C -7.06 -0.47 4.35
C 3.93 0.21 -0.89
C -0.82 2.63 3.00
C -1.08 6.05 -2.31
C -1.96 7.17 -8.33
C 3.80 5.25 -3.26
C -3.95 -1.26 0.42
C 0.19 -4.25 3.32
C 0.03 2.08 1.90
C 1.83 3.61 -1.94
C 1.28 4.85 -2.63
C -1.88 -5.87 7.58
C 5.99 5.48 -1.97
C 2.08 -10.57 0.54
C 4.55 5.28 -1.94
C 1.38 -6.03 -0.97
C 1.63 1.03 -0.19
C 1.83 -0.91 -1.70
C -1.86 -2.46 -3.74
C 3.97 -2.80 2.06
C -2.51 -0.51 4.81
C -1.92 6.87 -1.35
C 0.00 2.63 0.62
C 0.74 5.33 -4.88
C 1.17 7.76 -4.35
C 2.39 5.83 -3.14
C 1.77 6.37 -4.47
C 0.79 2.12 -0.39
C 0.20 5.47 -1.69
H -2.96 6.74 -1.59
H 4.17 4.66 -1.14
H 2.50 3.09 -2.62
H -1.81 2.19 2.96
H -1.68 7.93 -1.43
H 0.81 7.95 -3.34
H -0.08 -5.37 -2.31
H 0.34 7.88 -5.04
H 0.78 -0.78 -1.92
H 1.89 -1.61 -0.86
H 2.51 6.72 -2.53
H -5.17 -0.22 5.08
H 0.06 -5.37 7.97
H 0.85 -5.97 4.27
H -1.85 -2.23 5.79
H 4.30 -0.72 -1.32
H 3.97 -10.25 1.21
H 0.92 0.54 3.09
H 2.26 -0.39 1.25
H -2.20 5.30 -7.42
H 5.62 -2.79 3.35
H -4.88 -2.06 -1.20
H -2.38 -1.42 -2.06
H 3.94 -4.14 0.53
H 5.37 -4.25 1.50
H 2.34 3.87 -1.01
H 2.96 -11.01 2.39
H 4.38 5.89 -3.91
H -0.95 -1.46 3.76
H -0.86 6.63 -3.20
H 0.13 -11.06 0.27
H 1.91 8.51 -4.59
H -1.78 6.53 -0.33
H 0.72 -11.49 1.84
H -3.52 5.87 -8.38
H -0.80 -5.88 9.38
H -3.82 -6.45 7.61
H 2.34 -1.33 -2.56
H 6.55 5.05 -1.15
H -0.21 8.14 -8.00
H 0.57 -4.18 -1.25
H 1.76 -5.11 2.24
H 0.70 -7.59 -2.17
H -3.42 -0.29 2.11
H -5.00 0.13 1.58
H -0.66 3.47 0.44
H -0.13 4.72 -0.99
H -0.95 3.71 2.88
H -6.31 -0.74 6.28
H 6.46 5.63 -2.94
H 2.45 1.05 -2.17
H -8.55 -1.10 5.69
H -2.14 -0.41 -3.46
H 3.82 4.23 -3.64
H -1.53 -1.38 -5.50
H -3.11 -1.32 6.58
H -3.07 -6.51 9.17
H -1.66 -0.06 3.04
H -0.37 2.48 3.97
H -9.04 -0.83 4.05
H -5.87 -0.92 -0.35
H 4.06 0.13 0.19
H -0.47 -5.14 5.04
H 4.36 -1.65 3.69
H 1.92 -8.00 -1.02
H 1.14 -3.62 1.65
H 0.00 3.69 -3.90
H 4.57 1.00 -1.26
H -0.29 6.60 -7.21
H -1.33 -3.09 -5.60

For the LUMO energy, the calculation gives 0.01002 Eh.